a | This record from the OMol25 dataset describes a molecular structure, C5H14N3. The level of theory is ωB97M-V/def2-TZVPD.

Orbital gap   0.359 Ha
Net charge   +1
LUMO energy   -3.7 eV

Each line ends with the Löwdin charge.
CARTESIAN COORDINATES (ANGSTROEM)
C -1.857 -1.161 0.223  -0.142
C -0.828 -0.957 -0.901  -0.075
C -0.816 -1.167 1.310  -0.059
C 0.128 -0.754 0.212  -0.192
C 1.637 0.684 -0.922  0.048
N -0.757 2.219 -0.443  0.061
N 1.312 -0.232 0.195  -0.113
N 2.307 -0.331 1.114  0.150
H -2.543 -0.322 0.267  0.119
H -2.449 -1.996 0.174  0.092
H -0.822 -1.899 -1.401  0.132
H -0.933 -0.258 -1.698  0.103
H -0.893 -0.344 2.144  0.170
H -0.523 -2.062 1.840  0.121
H 1.008 1.501 -0.761  0.032
H 2.589 0.951 -0.894  0.051
H 1.307 0.145 -1.847  0.135
H -1.441 1.759 -1.021  0.034
H -0.687 3.161 -0.678  0.027
H -1.189 2.152 0.467  0.047
H 3.254 -0.130 0.746  0.146
H 2.198 -0.960 1.873  0.113

***

b | This record from the OMol25 dataset describes 2 unconnected molecules or ions with the total composition C5H14N3. The level of theory is ωB97M-V/def2-TZVPD.

Orbital gap   0.377 Ha
Net charge   +1
LUMO energy   -2.9 eV

Each line ends with the Löwdin charge.
CARTESIAN COORDINATES (ANGSTROEM)
C -0.848 1.432 -0.072  0.006
C -1.298 0.157 -0.713  -0.271
C -0.126 0.046 0.264  -0.477
C -2.539 -0.531 -0.279  -0.058
C 1.116 -0.239 -0.604  -0.167
N -0.285 -0.631 1.457  0.083
N 1.592 -1.464 -0.531  0.146
N 2.330 1.110 0.216  0.153
H -0.202 2.216 -0.504  0.105
H -1.365 1.787 0.813  0.120
H -1.224 -0.072 -1.802  0.161
H -2.492 -1.008 0.777  0.111
H -2.892 -1.214 -0.917  0.030
H -3.433 0.142 -0.203  0.112
H 1.029 0.437 -1.548  0.181
H -0.755 -1.542 1.363  0.101
H 0.191 -0.457 2.353  0.123
H 2.265 -1.819 -1.227  0.149
H 1.221 -2.058 0.197  0.117
H 2.724 0.682 1.034  0.099
H 1.806 1.961 0.228  0.084
H 3.185 1.068 -0.299  0.092

***

c | This record from the OMol25 dataset describes 2 unconnected molecules or ions with the total composition C5H14N3. The level of theory is ωB97M-V/def2-TZVPD.

Orbital gap   0.337 Ha
Net charge   +1
LUMO energy   -3.9 eV

Each line ends with the Löwdin charge.
CARTESIAN COORDINATES (ANGSTROEM)
C -0.778 -1.830 -0.562  0.018
C -0.078 -1.674 0.620  -0.282
C 1.077 0.287 -0.005  -0.140
C -0.810 -1.289 1.821  -0.098
C -0.264 2.368 0.339  0.020
N 0.110 1.133 -0.374  -0.239
N 1.856 -0.330 -0.966  0.148
N -0.366 1.047 -1.609  0.111
H -0.488 -2.336 -1.411  0.034
H -1.866 -1.638 -0.700  0.090
H 0.909 -2.150 0.466  0.120
H 1.267 0.317 1.054  0.144
H -0.590 -0.161 2.101  0.108
H -0.380 -1.891 2.651  0.101
H -1.832 -1.455 1.872  0.058
H 0.004 3.194 -0.356  0.111
H -1.328 2.442 0.400  0.088
H 0.435 2.476 1.249  0.137
H 2.742 -0.770 -0.781  0.126
H 1.316 -0.612 -1.790  0.113
H 0.270 1.303 -2.351  0.127
H -1.205 1.566 -1.668  0.106

***

b is preferred energetically. Next in line: 20.1 kcal/mol higher.

***

a | This record from the OMol25 dataset describes a single C2H4O3 molecule. The level of theory is ωB97M-V/def2-TZVPD.

Orbital gap   0.408 Ha
Structure (SMILES)   OO[C@H]1CO1
LUMO energy   1.0 eV

Each line ends with the Löwdin charge.
CARTESIAN COORDINATES (ANGSTROEM)
C 0.543 -0.722 0.807  -0.057
C -0.137 -0.117 -0.360  -0.308
O -0.845 -0.621 0.714  0.021
O -0.909 1.869 -1.333  -0.033
O -0.068 1.312 -0.397  -0.130
H 0.833 -1.709 0.621  0.107
H 0.943 -0.019 1.387  0.081
H -0.085 -0.425 -1.465  0.187
H -1.508 2.407 -0.744  0.132

***

b | This record from the OMol25 dataset describes 2 unconnected molecules or ions with the total composition C2H4O3. The level of theory is ωB97M-V/def2-TZVPD.

Orbital gap   0.390 Ha
Structure (SMILES)   O=CO.C=O
LUMO energy   0.4 eV

Each line ends with the Löwdin charge.
CARTESIAN COORDINATES (ANGSTROEM)
O 0.881 2.337 1.983  0.003
C 0.566 1.182 1.974  -0.142
H 0.562 0.634 1.014  0.067
H 0.284 0.617 2.878  0.079
O 0.594 -0.418 -2.568  0.096
C -0.057 -0.953 -1.729  -0.399
O -1.237 -0.432 -1.311  0.054
H 0.267 -1.844 -1.198  0.131
H -1.860 -1.124 -1.042  0.110

***

c | This record from the OMol25 dataset describes a single C2H4O3 molecule. The level of theory is ωB97M-V/def2-TZVPD.

Orbital gap   0.380 Ha
Structure (SMILES)   O=C(O)CO
LUMO energy   0.2 eV

Each line ends with the Löwdin charge.
CARTESIAN COORDINATES (ANGSTROEM)
C -0.281 -0.738 0.022  -0.079
C 1.092 0.151 -0.014  -0.434
H -2.190 -0.176 0.027  0.199
H -0.395 -1.264 -0.896  0.089
H -0.231 -1.438 1.013  0.170
H 0.044 1.934 0.265  0.196
O -1.258 0.437 -0.212  -0.206
O 0.948 1.467 -0.034  0.065
O 2.271 -0.374 -0.170  -0.001

***

d | This record from the OMol25 dataset describes 2 unconnected molecules or ions with the total composition C2H4O3. The level of theory is ωB97M-V/def2-TZVPD.

Orbital gap   0.393 Ha
LUMO energy   0.4 eV

Each line ends with the Löwdin charge.
CARTESIAN COORDINATES (ANGSTROEM)
C -1.338 -0.108 -0.071  -0.431
C 0.027 -0.612 0.104  -0.005
O -2.550 -0.738 0.300  0.100
O -2.181 -0.203 -1.022  0.138
O -1.274 1.731 0.694  -0.196
H 0.330 -1.460 -0.646  0.131
H 0.161 -1.156 1.136  0.140
H 0.718 0.187 -0.127  0.082
H -2.217 1.866 1.042  0.041

***

b is preferred energetically. Next in line: 25.3 kcal/mol higher.